Record 1
{"formula": "C64H77BrF4N2P4Rb", "method": "ωB97M-V/def2-TZVPD", "largest_force_ha_per_bohr": 0.010, "multiplicity": 1, "homo_energy_ev": -3.6, "energy_ha": -6957.544818, "charge": -1, "elements": ["Rb", "C", "C", "C", "P", "C", "C", "C", "C", "C", "C", "C", "C", "C", "N", "C", "C", "C", "C", "C", "C", "P", "C", "C", "C", "C", "C", "C", "H", "H", "H", "H", "H", "H", "H", "H", "H", "H", "H", "H", "H", "H", "H", "H", "H", "H", "H", "H", "H", "H", "H", "H", "H", "H", "H", "H", "H", "H", "H", "H", "H", "H", "H", "H", "C", "C", "C", "P", "C", "C", "C", "C", "C", "C", "C", "C", "C", "C", "N", "C", "C", "C", "C", "C", "C", "C", "C", "C", "H", "H", "H", "H", "H", "H", "H", "H", "H", "H", "H", "H", "H", "H", "H", "H", "H", "H", "H", "H", "H", "H", "H", "H", "H", "H", "H", "H", "H", "H", "H", "F", "C", "C", "F", "C", "F", "C", "P", "C", "C", "C", "C", "C", "C", "C", "C", "C", "C", "C", "C", "C", "Br", "C", "F", "H", "H", "H", "H", "H", "H", "H", "H", "H", "H"], "xyz": [[0.0240, -0.6258, 0.2183], [2.4461, -0.5225, 4.6165], [1.0028, -0.0790, 4.8633], [0.6673, -0.1358, 6.3505], [-0.0838, -0.9905, 3.6422], [-1.8212, -0.7161, 4.2918], [-2.7663, -0.8825, 3.0968], [-2.3651, -1.5242, 5.4670], [0.3711, -2.7359, 3.9131], [0.2140, -3.4062, 5.1286], [0.6693, -4.6958, 5.3371], [1.3218, -5.3387, 4.2842], [1.5013, -4.7148, 3.0731], [1.0468, -3.3861, 2.8304], [1.3084, -2.7025, 1.6947], [1.6230, -3.3432, 0.5249], [1.0154, -4.5399, 0.0856], [1.3720, -5.1258, -1.1124], [2.3136, -4.5279, -1.9450], [2.8740, -3.3206, -1.5627], [2.5476, -2.7163, -0.3510], [3.2002, -1.1169, 0.2573], [4.5648, -1.6767, 1.4012], [5.3553, -0.4807, 1.9339], [5.4966, -2.7928, 0.9353], [3.9513, -0.3975, -1.2980], [5.3325, -0.8478, -1.7697], [3.9003, 1.1325, -1.2215], [3.1488, 0.1415, 5.1263], [2.6890, -0.5331, 3.5512], [2.5977, -1.5393, 4.9838], [0.9113, 0.9646, 4.5404], [0.7078, -1.1542, 6.7361], [-0.3198, 0.2761, 6.5647], [1.3997, 0.4511, 6.9138], [-1.8117, 0.3452, 4.5759], [-2.7310, -1.9131, 2.7324], [-2.4933, -0.2324, 2.2625], [-3.8027, -0.6648, 3.3736], [-2.3667, -2.5895, 5.2354], [-3.3988, -1.2256, 5.6679], [-1.7960, -1.3755, 6.3830], [-0.2744, -2.9042, 5.9500], [0.5286, -5.1847, 6.2922], [1.7053, -6.3443, 4.4216], [2.0352, -5.2292, 2.2846], [0.2610, -5.0003, 0.7124], [0.8875, -6.0458, -1.4206], [2.5702, -4.9715, -2.8983], [3.5603, -2.8314, -2.2416], [3.9623, -2.0760, 2.2266], [5.9760, -0.0373, 1.1516], [6.0212, -0.7918, 2.7434], [4.7009, 0.3008, 2.3219], [6.2645, -2.4189, 0.2584], [4.9528, -3.5927, 0.4323], [6.0069, -3.2275, 1.7998], [3.2249, -0.6985, -2.0617], [6.1157, -0.5179, -1.0841], [5.5456, -0.4048, -2.7479], [5.4118, -1.9288, -1.8712], [4.5572, 1.5136, -0.4338], [2.8897, 1.4908, -1.0107], [4.2200, 1.5718, -2.1712], [-3.2611, 1.9458, -1.0609], [-4.0746, 0.8315, -0.3977], [-5.5517, 1.0581, -0.7093], [-3.1809, -0.7514, -0.8415], [-4.1526, -2.1813, -0.1333], [-3.2161, -3.3942, -0.2151], [-5.5245, -2.5765, -0.6741], [-3.3477, -0.8669, -2.6456], [-4.5677, -0.8913, -3.3238], [-4.6789, -0.9054, -4.7053], [-6.0187, -0.9171, -5.3951], [-3.4821, -0.8728, -5.4281], [-2.2532, -0.8366, -4.8142], [-2.1147, -0.8422, -3.3889], [-0.9393, -0.8109, -2.7575], [0.2374, -0.8352, -3.4961], [1.0088, 0.3350, -3.6128], [0.4651, 1.6245, -3.0620], [2.2438, 0.2995, -4.2530], [2.7584, -0.8748, -4.7835], [4.1054, -0.9070, -5.4592], [1.9831, -2.0262, -4.6752], [0.7459, -2.0296, -4.0476], [-0.0507, -3.2939, -3.9046], [-3.6394, 2.9263, -0.7594], [-3.3316, 1.8610, -2.1490], [-2.2019, 1.8875, -0.8008], [-3.9411, 0.9047, 0.6899], [-5.7393, 1.0075, -1.7816], [-5.8418, 2.0596, -0.3731], [-6.2036, 0.3452, -0.2078], [-4.2610, -1.9135, 0.9242], [-3.0092, -3.6389, -1.2603], [-3.6710, -4.2696, 0.2556], [-2.2576, -3.2054, 0.2732], [-5.4573, -2.8897, -1.7154], [-6.2592, -1.7774, -0.6015], [-5.9064, -3.4287, -0.1026], [-5.4857, -0.9049, -2.7497], [-6.8127, -1.1866, -4.6962], [-6.0450, -1.6377, -6.2162], [-6.2753, 0.0600, -5.8169], [-3.5241, -0.8764, -6.5146], [-1.3521, -0.8126, -5.4159], [-0.4735, 1.8907, -3.5539], [1.1760, 2.4427, -3.1946], [0.2276, 1.5393, -1.9980], [2.8240, 1.2163, -4.3235], [4.6600, 0.0130, -5.2691], [4.0071, -1.0166, -6.5425], [4.7113, -1.7426, -5.1020], [2.3691, -2.9625, -5.0705], [0.5035, -4.1498, -4.2926], [-1.0034, -3.2216, -4.4339], [-0.2835, -3.4749, -2.8530], [3.8052, 6.5682, 4.0402], [2.9713, 5.9086, 3.2201], [1.9993, 6.6012, 2.5189], [1.8914, 7.9309, 2.6628], [1.1353, 5.9074, 1.6893], [0.1879, 6.6351, 1.0734], [1.2159, 4.5313, 1.5151], [0.0541, 3.5850, 0.4290], [0.0753, 4.5907, -1.0952], [1.2818, 5.0765, -1.5970], [1.3363, 5.6768, -2.8449], [0.1868, 5.7921, -3.6146], [-1.0148, 5.2996, -3.1288], [-1.0693, 4.6955, -1.8813], [-1.5120, 3.9665, 1.2991], [-1.9281, 2.9732, 2.1873], [-3.1135, 3.1051, 2.8930], [-3.9078, 4.2273, 2.7004], [-3.5005, 5.2195, 1.8185], [-2.3056, 5.0945, 1.1237], [2.1920, 3.8545, 2.2457], [2.3323, 1.9800, 2.1933], [3.0598, 4.5337, 3.0860], [3.9931, 3.8918, 3.8002], [2.1917, 4.9750, -1.0171], [2.2815, 6.0477, -3.2199], [0.2302, 6.2562, -4.5912], [-1.9128, 5.3672, -3.7293], [-2.0083, 4.2855, -1.5298], [-1.3298, 2.0736, 2.3034], [-3.4300, 2.3190, 3.5670], [-4.8472, 4.3243, 3.2287], [-4.1182, 6.0955, 1.6670], [-2.0005, 5.8735, 0.4367]]}

Record 2
{"formula": "C4H6N2O", "method": "ωB97M-V/def2-TZVPD", "largest_force_ha_per_bohr": 0.046, "multiplicity": 1, "smiles": "Nc1cc[nH]c1O", "homo_energy_ev": -7.2, "energy_ha": -340.716942, "elements": ["N", "C", "C", "O", "N", "C", "C", "H", "H", "H", "H", "H", "H"], "xyz": [[1.1986, -1.0650, -1.0493], [0.2473, -0.4838, -0.1832], [0.2149, 0.8780, -0.1183], [1.2287, 1.6589, -0.5503], [-0.8910, 1.3034, 0.4953], [-1.5493, 0.0611, 1.0563], [-0.7730, -1.0077, 0.6173], [0.9699, -0.7576, -1.9913], [1.1176, -2.0720, -1.0279], [1.9543, 1.0029, -0.5982], [-0.9814, 2.3304, 0.5177], [-1.9132, 0.2411, 2.0513], [-0.8234, -2.0897, 0.7806]]}

Record 3
{"formula": "C3H2OS", "method": "ωB97M-V/def2-TZVPD", "largest_force_ha_per_bohr": 0.084, "multiplicity": 1, "smiles": "C#CC(O)=S", "homo_energy_ev": -9.1, "energy_ha": -588.818069, "elements": ["C", "C", "C", "H", "H", "O", "S"], "xyz": [[0.3342, 0.1251, -0.0492], [-0.4710, -0.9172, -0.5286], [-1.0089, -1.9962, -0.7767], [1.5577, -0.6099, -1.0096], [-2.0222, -2.6613, -0.9311], [1.4889, 0.2542, -0.6316], [-0.2858, 1.1229, 0.9450]]}

Record 4
{"formula": "C5H13N2O", "method": "ωB97M-V/def2-TZVPD", "largest_force_ha_per_bohr": 0.103, "multiplicity": 1, "homo_energy_ev": -14.6, "energy_ha": -382.553823, "charge": 1, "elements": ["O", "C", "N", "C", "C", "N", "C", "C", "H", "H", "H", "H", "H", "H", "H", "H", "H", "H", "H", "H", "H"], "xyz": [[-1.6763, -1.6000, 0.4308], [-0.5131, -1.4426, 0.4980], [0.6669, -1.5593, 0.8114], [0.0116, -4.2277, 2.0271], [0.2030, 1.4881, -1.1147], [0.8127, 2.6640, -1.5521], [1.2390, 3.5181, -0.5286], [-1.3001, 1.4027, -1.5462], [-0.5290, -3.6605, 2.7883], [-0.6548, -4.3085, 1.1673], [0.1897, -5.2395, 2.3733], [0.9031, -3.6551, 1.7854], [0.7097, 0.5595, -1.4018], [0.3148, -0.6879, -0.0521], [0.3378, 1.3544, -0.0296], [0.7791, 3.3835, 0.4578], [1.1599, 4.5604, -0.8441], [2.3269, 3.3164, -0.4107], [-1.4184, 1.4875, -2.6228], [-1.6835, 0.4540, -1.1710], [-1.8789, 2.1923, -1.0656]]}

Record 5
{"formula": "C7H14N2P", "method": "ωB97M-V/def2-TZVPD", "largest_force_ha_per_bohr": 0.087, "multiplicity": 1, "smiles": "PN1C=[NH+][C@@H]2CCCC[C@@H]21", "homo_energy_ev": -13.2, "energy_ha": -725.713907, "charge": 1, "elements": ["C", "C", "C", "C", "C", "C", "C", "N", "N", "P", "H", "H", "H", "H", "H", "H", "H", "H", "H", "H", "H", "H", "H", "H"], "xyz": [[0.6394, 0.4078, 1.9675], [0.8234, -0.4833, -1.3002], [0.1336, -1.7932, -0.8283], [-0.2450, 0.6616, -1.3530], [-1.2309, -1.5377, -0.1129], [-0.5988, 0.9417, 0.1168], [-1.1565, -0.2669, 0.7969], [0.5777, 1.2714, 0.9534], [-0.3170, -0.4574, 1.8877], [1.7766, 2.5576, 0.4172], [1.3028, 0.3712, 2.8057], [1.6184, -0.2280, -0.5850], [1.3110, -0.4396, -2.3172], [-0.2121, -2.4551, -1.6994], [0.8075, -2.2632, -0.1898], [0.2831, 1.5807, -1.7036], [-1.2010, 0.4729, -1.9008], [-1.9522, -1.6874, -0.8779], [-1.4426, -2.3069, 0.6372], [-1.2154, 1.8872, 0.0537], [-2.1548, -0.0417, 1.2166], [-0.3594, -1.1710, 2.5452], [2.1985, 2.5498, 1.8065], [0.7728, 3.6406, 0.4634]]}

Record 6
{"formula": "C5H5N2S3", "method": "ωB97M-V/def2-TZVPD", "largest_force_ha_per_bohr": 0.065, "multiplicity": 1, "smiles": "Cn1[nH]cc([S-])c(=S)c1=S", "homo_energy_ev": [-3.0, -3.2], "energy_ha": -1497.567501, "charge": -1, "elements": ["C", "C", "C", "C", "C", "N", "N", "S", "S", "S", "H", "H", "H", "H", "H"], "xyz": [[0.4659, 1.7163, -0.0476], [1.6984, 1.1705, 0.0089], [1.8045, -0.2641, 0.0403], [0.6009, -1.0187, -0.0167], [-1.8787, -1.0958, 0.1226], [-0.6969, 1.0228, 0.1450], [-0.6145, -0.3993, -0.0019], [3.0808, 2.1804, -0.1910], [3.2839, -1.0708, 0.1536], [0.3696, -2.6853, -0.2117], [0.3379, 2.7859, -0.0531], [-2.1927, -1.7947, -0.7481], [-2.0781, -1.4784, 1.1478], [-2.6487, -0.2854, 0.1390], [-1.5323, 1.2167, -0.4868]]}

Which formula does entry 5 have?
C7H14N2P